Entry 1:
Below is a structure of composition C26H32FN11O6SeTi at a distorted geometry, with properties calculated with wB97M-V/def2-TZVPD.

Results
- Kohn-Sham gap (spin up / spin down) (eV) = 4.985 / 5.051

Structure (XYZ):
```
78
Properties=species:S:1:pos:R:3:mulliken_charge:R:1
Ti 0.51 0.24 0.23 0.2769
Se 1.61 5.38 5.63 0.2024
N 1.15 3.66 5.66 -0.8833
C 1.06 3.27 4.41 0.7948
C 0.74 1.92 4.02 0.4073
C 0.49 0.90 4.93 -0.5913
C 0.26 -0.39 4.45 -1.1122
C 0.29 -0.64 3.10 -0.4149
N 0.51 0.33 2.18 0.7504
C 0.72 1.62 2.63 -0.6905
C 0.93 2.61 1.65 0.1375
N 0.82 2.21 0.33 0.9182
C 1.11 3.14 -0.62 -0.5285
C 1.44 4.44 -0.33 -1.2332
C 1.53 4.86 1.00 -0.5862
C 1.28 3.94 2.00 0.2384
C 1.36 4.27 3.41 0.6995
N 1.68 5.46 3.86 -0.8851
H 0.50 1.13 5.99 0.5373
H 0.08 -1.21 5.13 0.4487
H 0.16 -1.64 2.72 0.1818
H 1.05 2.81 -1.64 0.6245
H 1.64 5.12 -1.15 0.4706
H 1.79 5.88 1.26 0.5165
C -5.42 1.42 0.96 -0.8199
O -4.11 1.78 1.40 -0.3678
C -3.06 0.99 1.14 0.1249
O -1.93 1.38 1.28 -0.2013
N -3.36 -0.26 0.65 -0.3383
N -2.25 -1.05 0.34 -0.1962
H -6.03 2.31 1.07 0.2700
H -5.85 0.62 1.56 0.2991
H -5.40 1.12 -0.09 0.3220
H -4.20 -0.72 0.95 0.2669
H -2.45 -1.65 -0.44 0.2831
H -1.92 -1.60 1.13 0.2338
F 3.02 -4.63 3.24 -0.2964
C 2.69 -5.03 2.01 0.3341
C 1.78 -4.35 1.31 -0.2343
N 1.39 -4.73 0.04 0.1695
C 0.35 -3.99 -0.66 -1.3033
C 0.72 -2.50 -0.78 0.5406
O 1.33 -2.13 -1.77 -0.7120
O 0.33 -1.76 0.20 0.0390
C 1.94 -5.85 -0.57 0.5184
O 1.61 -6.24 -1.67 -0.6430
N 2.90 -6.49 0.18 -0.0676
C 3.35 -6.21 1.48 0.1571
O 4.18 -6.89 2.02 -0.6067
H 1.32 -3.45 1.70 0.6125
H -0.60 -4.10 -0.13 0.2014
H 0.28 -4.42 -1.65 0.4033
H 3.31 -7.30 -0.25 0.2294
C -2.82 0.51 -3.60 -1.0600
N -1.75 1.33 -3.05 0.0659
C -2.17 2.09 -1.89 -0.9098
C -0.50 0.72 -2.99 0.4989
N 0.09 0.49 -1.86 0.3048
N 0.04 0.44 -4.21 0.2669
C -0.39 1.10 -5.43 -1.2467
C 1.23 -0.37 -4.36 -0.7881
H -3.22 -0.19 -2.85 0.2085
H -2.47 -0.07 -4.45 0.3782
H -3.64 1.15 -3.93 0.3476
H -2.97 2.76 -2.19 0.4096
H -1.35 2.68 -1.50 0.1722
H -2.54 1.44 -1.09 0.2495
H 1.04 0.14 -2.00 -0.2906
H -1.13 1.86 -5.22 0.3695
H -0.80 0.38 -6.14 0.3680
H 0.48 1.58 -5.90 0.3935
H 1.34 -1.06 -3.53 0.2719
H 2.13 0.26 -4.43 0.3149
H 1.15 -0.95 -5.28 0.3857
C 2.61 0.05 0.10 -1.2147
H 3.05 0.80 -0.58 0.2491
H 2.90 -0.93 -0.27 0.4261
H 3.07 0.19 1.08 0.3310
```

=====

Entry 2:
Below is a structure of composition C26H32FeN4O4S2, with properties calculated with wB97M-V/def2-TZVPD.

Results
- Kohn-Sham gap (spin up / spin down) (eV) = 7.915 / 7.967
- expectation value of S² = 6.009
- 2S+1 = 5

Structure (XYZ):
```
69
Properties=species:S:1:pos:R:3:mulliken_charge:R:1
Fe -0.02 -0.10 0.13 0.4967
C -3.31 0.50 0.02 -0.7680
C -3.03 -0.88 0.62 -1.0066
N -1.79 -1.48 0.12 0.0483
C -1.88 -2.19 -1.16 -0.7817
C -1.98 -1.27 -2.38 -0.8269
S -0.82 0.14 -2.47 0.0241
C -1.96 1.55 -2.49 -0.9127
C -2.04 2.27 -1.14 -0.5095
N -2.10 1.31 -0.05 -0.0338
H -3.71 0.40 -0.99 0.3637
H -4.09 0.98 0.62 0.4513
H -2.90 -0.78 1.70 0.3147
H -3.88 -1.54 0.43 0.5201
H -1.41 -2.07 0.85 0.2375
H -0.99 -2.81 -1.25 0.2478
H -2.75 -2.86 -1.19 0.4520
H -1.82 -1.88 -3.27 0.6008
H -2.98 -0.86 -2.48 0.4818
H -1.59 2.25 -3.24 0.5438
H -2.93 1.21 -2.84 0.3574
H -1.14 2.86 -0.99 0.2206
H -2.90 2.96 -1.16 0.4408
H -1.91 1.75 0.85 0.1553
C 1.43 3.94 1.32 -1.8524
C 0.82 2.57 1.52 1.2778
O 0.67 1.89 0.49 -0.5360
C 0.43 2.13 2.83 1.3838
C 0.78 2.93 3.95 -0.9083
C 0.52 2.54 5.23 -1.0255
C -0.09 1.29 5.45 -0.6021
C -0.45 0.49 4.40 -0.9966
C -0.24 0.88 3.05 -0.2815
O -0.67 0.13 2.11 0.2289
H 1.61 4.08 0.26 0.3910
H 2.38 4.02 1.86 0.2183
H 0.77 4.72 1.69 0.4369
H 1.27 3.88 3.78 0.3547
H 0.80 3.17 6.07 0.4260
H -0.27 0.95 6.46 0.3912
H -0.90 -0.48 4.56 0.4090
C 4.89 3.32 3.80 -1.7067
C 4.18 2.07 3.36 0.9249
C 3.57 1.24 4.29 -0.6794
C 2.92 0.08 3.90 -0.5245
C 2.88 -0.25 2.55 0.1032
C 3.48 0.57 1.60 -0.4943
C 4.12 1.72 2.01 -0.6671
S 2.21 -1.83 2.10 1.1894
O 3.34 -2.70 1.90 -0.7461
O 1.27 -2.18 3.13 -0.6938
N 1.47 -1.52 0.70 0.3206
C 1.65 -2.33 -0.40 0.4786
C 2.06 -3.68 -0.44 -0.9425
C 2.15 -4.30 -1.66 -0.4813
C 1.83 -3.62 -2.84 -0.7495
C 1.40 -2.32 -2.71 -0.3305
N 1.30 -1.69 -1.53 0.0190
H 4.57 3.64 4.79 0.3710
H 4.71 4.15 3.10 0.3591
H 5.97 3.16 3.84 0.4037
H 3.58 1.51 5.34 0.3367
H 2.43 -0.56 4.61 0.5051
H 3.44 0.30 0.56 0.3828
H 4.58 2.37 1.28 0.4124
H 2.31 -4.19 0.47 0.4958
H 2.47 -5.34 -1.71 0.4091
H 1.91 -4.08 -3.81 0.4175
H 1.12 -1.73 -3.58 0.4541
```

=====

Entry 3:
Below is a structure of composition C26H32FeN4O4S2 at a distorted geometry, with properties calculated with wB97M-V/def2-TZVPD.

Results
- Kohn-Sham gap (spin up / spin down) (eV) = 8.048 / 7.949
- expectation value of S² = 6.007
- 2S+1 = 5

Structure (XYZ):
```
69
Properties=species:S:1:pos:R:3:mulliken_charge:R:1
Fe 0.36 0.09 -0.23 2.4880
C -2.53 0.30 1.44 -1.0108
C -1.72 -0.39 2.54 -0.8617
N -0.31 -0.33 2.18 0.0864
C 0.53 -1.44 2.59 -0.5810
C 0.13 -2.77 1.94 -0.8068
S -0.31 -2.72 0.16 -0.1060
C -2.15 -2.57 0.15 -0.6259
C -2.64 -1.27 -0.48 -1.0411
N -2.06 -0.08 0.11 0.2576
H -2.39 1.38 1.53 0.2820
H -3.60 0.08 1.57 0.4276
H -2.01 -1.43 2.64 0.2892
H -1.93 0.10 3.50 0.3916
H 0.10 0.55 2.48 0.1513
H 0.52 -1.59 3.68 0.3854
H 1.54 -1.19 2.27 0.1799
H -0.70 -3.25 2.45 0.4601
H 0.99 -3.44 1.97 0.4872
H -2.50 -2.70 1.18 0.3164
H -2.50 -3.42 -0.44 0.5169
H -3.74 -1.27 -0.43 0.4733
H -2.34 -1.28 -1.53 0.3442
H -2.17 0.71 -0.52 0.2196
C 4.45 0.00 -0.93 -1.6330
C 3.06 -0.40 -1.38 0.7070
O 2.28 -0.83 -0.51 -0.7037
C 2.70 -0.25 -2.77 0.7577
C 3.68 -0.08 -3.76 -0.7304
C 3.35 0.10 -5.08 -0.8331
C 2.00 0.10 -5.46 -0.4818
C 1.02 -0.05 -4.53 -0.4274
C 1.31 -0.21 -3.15 -0.1426
O 0.35 -0.27 -2.31 -0.7591
H 4.46 0.08 0.16 0.2307
H 4.74 0.96 -1.35 0.3971
H 5.17 -0.76 -1.22 0.4788
H 4.73 -0.12 -3.48 0.3791
H 4.12 0.26 -5.81 0.4156
H 1.75 0.21 -6.51 0.4197
H -0.03 -0.05 -4.81 0.3964
C 2.40 6.14 -4.90 -1.5033
C 1.56 5.45 -3.86 0.9826
C 1.08 6.16 -2.76 -0.7271
C 0.30 5.53 -1.81 -0.3927
C -0.01 4.20 -1.95 -0.4259
C 0.44 3.48 -3.04 -0.4813
C 1.22 4.11 -4.00 -0.8714
S -0.87 3.32 -0.65 1.2867
O -1.85 2.43 -1.23 -0.9712
O -1.37 4.27 0.31 -0.7567
N 0.27 2.34 -0.07 0.0710
C 1.15 2.63 0.90 0.5224
C 1.28 3.86 1.57 -0.9734
C 2.18 3.95 2.61 -0.5808
C 2.97 2.85 2.94 -0.9202
C 2.80 1.69 2.21 -0.2535
N 1.91 1.56 1.23 0.1358
H 3.00 6.93 -4.45 0.3770
H 1.75 6.60 -5.64 0.3070
H 3.05 5.44 -5.41 0.3651
H 1.34 7.21 -2.65 0.3813
H -0.08 6.07 -0.95 0.4856
H 0.18 2.44 -3.12 0.5621
H 1.58 3.54 -4.85 0.4694
H 0.64 4.67 1.29 0.4614
H 2.27 4.87 3.17 0.4138
H 3.69 2.90 3.74 0.4056
H 3.39 0.80 2.43 0.4365
```

=====

Entry 4:
Below is a structure of composition C26H32IN5O8ReSSi at a distorted geometry, with properties calculated with wB97M-V/def2-TZVPD.

Results
- Kohn-Sham gap (spin up / spin down) (eV) = 6.207 / 4.789
- expectation value of S² = 3.775
- 2S+1 = 4

Structure (XYZ):
```
75
Properties=species:S:1:pos:R:3:mulliken_charge:R:1
Re 0.31 0.59 -0.68 3.2316
O -2.12 3.49 -2.38 -0.6950
C -1.25 3.00 -1.68 -0.2291
O -1.33 1.87 -1.10 -0.6017
C 0.04 3.83 -1.40 0.0849
C 0.59 3.60 0.02 -0.2605
C 1.54 4.74 0.36 -0.8782
C 2.77 4.37 -0.49 -1.1033
C 2.28 3.08 -1.17 -0.0095
O 1.49 2.49 -0.14 -0.8248
C 1.26 3.44 -2.27 0.0198
C 1.08 2.24 -3.25 -0.0765
O 1.43 2.38 -4.40 -0.7039
O 0.66 1.14 -2.76 -0.8651
H -0.25 4.87 -1.56 0.6396
H -0.17 3.36 0.76 0.4713
H 1.12 5.71 0.10 0.4222
H 1.79 4.74 1.43 0.3520
H 3.03 5.14 -1.22 0.4254
H 3.64 4.17 0.13 0.3358
H 3.07 2.40 -1.49 0.5612
H 1.60 4.26 -2.89 0.6432
C -3.43 2.53 1.24 -1.6527
C -2.39 1.81 2.04 0.6325
C -2.37 1.93 3.43 -0.7899
C -1.36 1.29 4.14 -0.8134
C -0.42 0.53 3.46 -0.6249
C -0.53 0.43 2.07 0.5400
N -1.50 1.07 1.41 0.2648
N 0.31 -0.27 1.25 -0.4068
Si 0.98 -1.78 1.89 0.3496
C 1.31 -2.95 0.42 -0.8993
C -0.26 -2.64 3.06 -1.2246
C 2.60 -1.55 2.91 -1.3332
H -4.40 2.44 1.71 0.5255
H -3.47 2.15 0.22 0.2337
H -3.18 3.59 1.19 0.2798
H -3.12 2.51 3.94 0.5115
H -1.31 1.39 5.22 0.4547
H 0.39 0.07 3.98 0.4412
H 0.65 -2.74 -0.41 0.0549
H 1.15 -3.97 0.73 0.5544
H 2.34 -2.89 0.07 0.3136
H -1.29 -2.55 2.74 0.3218
H -0.21 -2.26 4.08 0.3733
H -0.04 -3.71 3.12 0.5007
H 3.44 -1.22 2.31 0.3342
H 2.88 -2.50 3.34 0.4288
H 2.49 -0.85 3.73 0.3847
N -1.25 -0.65 -1.64 -0.6395
C -1.72 -1.99 -1.49 -0.0710
C -2.33 -2.35 -0.29 0.3838
C -2.91 -3.60 -0.17 -1.2235
C -2.85 -4.45 -1.25 0.0431
C -2.24 -4.13 -2.44 -1.1378
C -1.67 -2.87 -2.57 -0.3715
S -3.83 -6.01 -1.23 1.2303
O -2.89 -6.98 -1.74 -0.6720
O -4.22 -6.14 0.16 -0.6908
O -4.87 -5.58 -2.15 -0.6591
H -1.09 -0.44 -2.63 0.4334
H -2.00 -0.01 -1.33 0.5705
H -2.35 -1.62 0.50 0.3274
H -3.44 -3.91 0.71 0.5795
H -2.26 -4.84 -3.25 0.3993
H -1.23 -2.56 -3.50 0.4005
I 6.30 -0.96 -0.52 0.1535
C 4.30 -0.78 -1.10 -1.0416
C 3.73 -1.16 -2.30 -0.3556
N 2.42 -0.89 -2.19 0.0275
N 2.12 -0.34 -1.01 0.7523
C 3.26 -0.26 -0.33 -0.7432
H 4.18 -1.59 -3.17 0.5135
H 1.73 -0.86 -2.93 0.2125
H 3.29 0.16 0.66 0.8843
```

=====

Entry 5:
Below is a cluster of 2 separate species, C26H32N3O3 in total at a distorted geometry, with properties calculated with wB97M-V/def2-TZVPD.

Results
- Kohn-Sham gap (eV) = 5.618
- charge = +1

Structure (XYZ):
```
64
Properties=species:S:1:pos:R:3:mulliken_charge:R:1
C 5.82 2.84 3.65 -0.7986
O 5.79 1.67 2.80 -0.4395
C 4.79 0.76 2.96 0.8305
C 4.76 -0.34 2.06 -0.7822
C 3.70 -1.23 2.10 -0.6580
C 2.65 -1.05 3.00 0.3149
N 1.59 -1.99 2.98 0.3268
C 0.25 -1.79 3.14 -0.2640
C -0.44 -0.49 3.11 0.6884
C -1.87 -0.44 2.82 -0.2546
C -2.61 0.62 3.25 -0.9592
C -4.05 0.49 3.53 0.6309
C -4.65 1.21 4.59 -0.3137
C -6.02 1.11 4.82 -0.6113
C -6.82 0.30 4.00 -0.4580
C -6.23 -0.45 2.98 -0.6705
C -4.85 -0.39 2.77 -0.3591
O 0.19 0.57 3.35 -0.6556
N -0.32 -3.02 3.19 0.0189
C -1.70 -3.37 3.46 -0.9570
C 0.65 -3.99 2.99 -0.6869
C 1.83 -3.37 2.84 -0.3282
C 2.74 -0.05 3.97 -0.4982
C 3.79 0.86 3.95 -0.3357
H 6.71 3.38 3.33 0.2478
H 4.92 3.46 3.50 0.3463
H 5.90 2.56 4.71 0.3275
H 5.56 -0.44 1.33 0.4254
H 3.69 -2.07 1.40 0.4409
H -2.30 -1.27 2.26 0.5295
H -2.11 1.47 3.73 1.0304
H -4.01 1.82 5.22 0.4009
H -6.47 1.67 5.64 0.3895
H -7.90 0.26 4.14 0.4015
H -6.83 -1.09 2.33 0.3934
H -4.38 -1.00 1.99 0.2430
H -1.70 -4.38 3.88 0.3854
H -2.15 -2.68 4.18 0.3870
H -2.30 -3.40 2.54 0.3730
H 0.41 -5.04 2.99 0.4555
H 2.81 -3.77 2.68 0.5282
H 1.99 0.04 4.75 0.3703
H 3.81 1.67 4.69 0.3607
C -1.04 5.58 3.14 -0.7939
O -1.39 4.44 2.37 -0.2652
C -1.88 4.77 1.09 -0.9320
C -2.04 3.45 0.34 0.1938
C -2.90 3.53 -0.93 -0.7708
C -3.67 2.20 -0.95 -0.6614
C -3.55 1.63 0.49 -0.0076
N -2.65 2.48 1.16 0.1728
H -0.43 5.21 3.97 0.2301
H -0.46 6.32 2.57 0.3097
H -1.93 6.09 3.54 0.3064
H -2.87 5.27 1.16 0.3461
H -1.17 5.42 0.54 0.3898
H -1.01 3.13 0.06 0.2381
H -3.59 4.38 -0.85 0.3222
H -2.28 3.68 -1.82 0.3441
H -4.71 2.35 -1.23 0.3294
H -3.21 1.50 -1.65 0.2609
H -4.55 1.61 0.96 0.1221
H -3.20 0.59 0.47 -0.0291
H -2.30 2.38 2.10 0.0784
```

=====

Entry 6:
Below is a structure of composition C26H32N3OPV at a distorted geometry, with properties calculated with wB97M-V/def2-TZVPD.

Results
- Kohn-Sham gap (spin up / spin down) (eV) = 8.693 / 8.749
- expectation value of S² = 3.762
- 2S+1 = 4
- charge = +2

Structure (XYZ):
```
64
Properties=species:S:1:pos:R:3:mulliken_charge:R:1
V 0.38 -1.62 0.24 -0.0098
N 2.48 -2.34 0.19 -0.4483
C 3.08 -2.04 1.54 -0.4172
C 2.09 -2.43 2.61 -0.7510
N 0.81 -1.68 2.38 -0.4397
H 2.54 -3.35 0.04 0.3153
H 3.09 -1.94 -0.52 0.2585
H 3.28 -0.97 1.57 0.2351
H 4.02 -2.56 1.68 0.4734
H 2.49 -2.23 3.60 0.4399
H 1.86 -3.49 2.55 0.3493
H 0.91 -0.73 2.75 0.1847
H 0.06 -2.08 2.94 0.2938
C -0.58 -3.22 -1.56 -1.5041
C -2.10 -2.93 -1.50 0.8053
C -2.49 -1.96 -2.60 -1.5410
C -2.48 -2.46 -0.09 -0.6925
C -3.89 -1.89 0.11 -0.5567
O -3.67 -0.60 0.78 -0.4455
C -2.37 -0.40 0.84 0.0061
N -1.62 -1.32 0.36 0.6873
C -1.90 0.80 1.58 0.0216
C -2.80 1.31 2.50 -0.7896
C -2.41 2.30 3.40 -0.8460
C -1.11 2.74 3.39 -0.9094
C -0.21 2.26 2.44 -1.1505
C -0.58 1.31 1.50 0.9262
P 0.51 0.79 0.09 1.6700
C 2.17 1.55 0.10 0.8939
C 2.61 2.72 0.72 -0.3284
C 3.91 3.18 0.52 -0.8225
C 4.77 2.51 -0.33 -0.5880
C 4.33 1.37 -1.00 -0.9286
C 3.04 0.90 -0.78 -0.5534
C -0.34 1.51 -1.34 1.1699
C -1.06 2.70 -1.25 -0.3375
C -1.62 3.26 -2.39 -0.7332
C -1.45 2.65 -3.62 -0.6063
C -0.73 1.46 -3.72 -0.6379
C -0.18 0.90 -2.58 -0.5804
H -0.33 -3.77 -2.47 0.4963
H -0.22 -3.83 -0.71 0.3171
H 0.02 -2.30 -1.68 0.2629
H -2.61 -3.88 -1.65 0.4231
H -2.17 -0.94 -2.38 0.2914
H -3.57 -1.94 -2.77 0.4423
H -2.03 -2.25 -3.55 0.4380
H -2.31 -3.29 0.60 0.5341
H -4.52 -2.48 0.77 0.3196
H -4.42 -1.68 -0.81 0.3118
H -3.81 0.92 2.54 0.5714
H -3.12 2.70 4.11 0.4458
H -0.77 3.49 4.10 0.5043
H 0.80 2.65 2.45 0.3684
H 1.97 3.33 1.33 0.3494
H 4.23 4.09 1.01 0.4438
H 5.78 2.88 -0.49 0.4215
H 4.98 0.86 -1.69 0.4518
H 2.71 0.04 -1.35 0.5565
H -1.19 3.19 -0.29 0.4040
H -2.17 4.19 -2.31 0.4663
H -1.89 3.09 -4.51 0.4216
H -0.60 0.99 -4.69 0.4738
H 0.39 -0.02 -2.67 0.1722
```

=====

Entry 7:
Below is a cluster of 2 separate species, C26H32N4O4 in total at a distorted geometry, with properties calculated with wB97M-V/def2-TZVPD.

Results
- Kohn-Sham gap (eV) = 4.410

Structure (XYZ):
```
66
Properties=species:S:1:pos:R:3:mulliken_charge:R:1
C -5.22 -3.32 -0.82 -0.8202
O -4.50 -4.15 0.11 -0.4186
C -3.17 -3.93 0.26 0.7940
C -2.43 -2.91 -0.35 -0.8722
C -1.17 -2.57 0.14 -0.0508
C -0.47 -1.33 -0.37 -1.2006
C -0.67 -0.12 0.55 0.1963
C -2.14 0.31 0.64 0.1581
O -3.07 -0.31 1.16 -0.7115
N -2.24 1.54 0.06 0.3854
C -3.51 2.22 -0.07 -1.0081
C -0.98 2.16 -0.34 0.0763
C -0.99 2.42 -1.85 -1.5237
C -0.78 3.46 0.46 -1.5563
N -0.03 1.10 0.04 0.5252
C 1.31 1.15 -0.13 0.2970
C 1.97 2.25 -0.66 0.1028
C 3.34 2.33 -0.87 -0.5353
C 3.99 3.48 -1.40 0.7368
C 5.41 3.51 -1.57 -0.2549
C 6.05 4.61 -2.11 -0.6883
C 5.31 5.74 -2.50 -0.3162
C 3.92 5.75 -2.34 -0.7425
C 3.27 4.65 -1.79 -0.2769
C -0.56 -3.35 1.13 -0.7408
C -1.25 -4.43 1.70 0.5561
O -0.82 -5.21 2.72 -0.4327
C 0.55 -5.07 3.15 -0.8763
C -2.53 -4.76 1.21 0.9914
O -3.23 -5.78 1.79 -0.5451
C -4.00 -5.46 2.99 -0.5627
H -6.22 -3.75 -0.85 0.2548
H -5.26 -2.28 -0.46 0.3073
H -4.76 -3.35 -1.82 0.3322
H -2.87 -2.34 -1.17 0.2303
H 0.61 -1.51 -0.43 0.6164
H -0.85 -1.07 -1.37 0.3294
H -0.31 -0.35 1.57 0.3137
H -4.30 1.55 0.28 0.3694
H -3.53 3.14 0.53 0.2969
H -3.70 2.49 -1.12 0.3353
H -1.28 1.50 -2.37 0.3239
H -1.73 3.21 -2.07 0.4694
H -0.01 2.74 -2.21 0.4293
H -0.93 3.25 1.53 0.3732
H 0.22 3.87 0.32 0.3765
H -1.51 4.21 0.13 0.4610
H 1.86 0.26 0.20 0.6962
H 1.37 3.10 -0.95 -0.7337
H 3.96 1.45 -0.62 0.6984
H 5.98 2.63 -1.25 0.3552
H 7.14 4.60 -2.23 0.4080
H 5.81 6.61 -2.93 0.3728
H 3.33 6.63 -2.63 0.3752
H 2.18 4.69 -1.67 0.2442
H 0.46 -3.11 1.46 0.4408
H 0.69 -5.88 3.87 0.2457
H 1.25 -5.18 2.31 0.3503
H 0.71 -4.10 3.64 0.3306
H -4.48 -6.40 3.26 0.2704
H -3.32 -5.13 3.78 0.2253
H -4.75 -4.70 2.76 0.2132
N 4.92 -0.03 -0.41 -0.7609
C 6.11 0.04 0.09 0.3368
N 7.20 0.22 0.55 -0.6759
H 4.64 -0.98 -0.64 0.1027
```

=====

no.,total energy (Ha),molecular weight (g mol⁻¹)
1,-5414.5564,740.44
2,-3590.0945,584.55
3,-3590.0904,584.55
4,-2949.3589,915.83
5,-1399.6210,434.56
6,-2534.3757,484.48
7,-1529.7902,464.57